Entry 1:
This record from the OMol25 dataset describes a molecular structure, C16H20B2NO32S4 in a non-equilibrium geometry. The level of theory is ωB97M-V/def2-TZVPD.

Last column: Mulliken charge in e.
CARTESIAN COORDINATES (ANGSTROEM)
1 C 1.69 4.23 0.87  -0.32
2 O -2.75 -1.29 -1.50  -0.36
3 C 4.03 -0.47 -4.61  0.55
4 O 2.59 2.09 1.42  -0.15
5 O 4.50 -2.22 -3.14  -0.51
6 O 5.04 -1.98 1.67  -0.35
7 H -4.47 4.37 -0.25  0.31
8 H 7.00 -1.50 1.82  0.28
9 O 2.10 -2.28 -2.59  -0.41
10 O -3.72 2.47 -0.60  -0.29
11 O -1.47 3.18 -0.70  -0.10
12 C 2.59 3.43 1.87  -0.46
13 H 0.58 -1.18 0.60  0.20
14 B 3.13 -2.36 -3.67  1.11
15 H 0.78 4.51 1.40  0.25
16 O -4.36 -2.46 -0.04  -0.62
17 H -6.54 -0.20 -2.53  0.30
18 H -0.75 -0.70 -0.33  -0.30
19 O 4.18 0.57 -5.16  -0.61
20 C -3.74 3.87 -0.86  -0.44
21 C -5.46 -0.18 -2.65  -0.10
22 O -0.29 -0.01 2.86  -0.54
23 H -3.97 4.03 -1.92  0.27
24 H -1.90 5.22 -0.91  0.34
25 H 6.58 -1.99 0.17  0.29
26 O 1.48 -5.32 -4.02  -0.57
27 O 3.60 2.39 -0.81  -0.63
28 O 2.88 -3.64 -4.35  -0.57
29 O 3.52 -0.47 2.82  -0.62
30 O -6.13 0.07 5.44  -0.60
31 S 2.37 2.09 -0.18  0.93
32 H 2.23 5.11 0.52  0.29
33 O 1.37 3.32 -0.16  -0.20
34 H -0.68 -2.12 0.50  0.35
35 N -0.13 -1.47 -0.08  0.64
36 O -4.71 -2.37 -2.46  -0.38
37 C -4.87 -1.33 -3.44  -0.40
38 O -5.07 -0.42 -1.25  -0.32
39 H -5.51 -1.74 -4.21  0.32
40 C -4.20 -0.91 6.62  0.55
41 C -2.31 4.31 -0.50  -0.41
42 O 2.94 -1.23 -4.59  -0.47
43 O -4.50 -0.77 7.76  -0.59
44 C -1.57 -2.04 3.16  0.73
45 O 6.17 -0.77 -3.52  -0.62
46 C 1.91 -4.27 -3.72  0.20
47 C 5.87 -0.01 0.73  -0.51
48 O -1.06 -2.75 2.35  -0.76
49 O -3.08 -1.40 6.16  -0.49
50 O 0.36 -3.63 -1.97  -0.68
51 O -2.62 -2.31 3.91  -0.50
52 C 5.06 -1.15 -3.68  0.66
53 S 3.78 -1.03 1.56  0.98
54 H -2.38 4.35 0.60  0.29
55 S -4.08 -1.67 -1.16  1.14
56 H 6.15 0.67 1.54  0.27
57 H 0.18 -1.91 -0.97  0.47
58 H -5.09 0.81 -2.93  0.17
59 O 4.46 0.01 0.54  -0.16
60 O -1.90 -0.13 4.44  -0.62
61 C -1.18 -0.57 3.43  0.56
62 O 2.72 -1.65 0.86  -0.36
63 O -2.33 1.51 -2.33  -0.63
64 O -4.29 -0.56 4.35  -0.36
65 H 6.33 0.32 -0.19  0.40
66 C -5.03 -0.37 5.43  0.59
67 B -2.97 -1.13 4.72  0.97
68 S -2.30 1.85 -0.96  0.82
69 O 1.62 0.96 -0.56  -0.10
70 H 3.59 3.85 1.86  0.24
71 C 6.22 -1.47 1.05  -0.35
72 C 1.39 -3.40 -2.57  0.82
73 O -1.89 0.91 0.00  -0.39
74 H 2.19 3.47 2.88  0.35
75 H -3.88 -1.11 -3.85  0.23

E: -128630.904 eV
total charge: -1
orbital gap: 8.82 eV
highest occupied orbital energy: -7.43 eV


Entry 2:
This record from the OMol25 dataset describes 7 unconnected molecules or ions with the total composition C16H20B2NO32S4 in a non-equilibrium geometry. The level of theory is ωB97M-V/def2-TZVPD.

Last column: Mulliken charge in e.
CARTESIAN COORDINATES (ANGSTROEM)
1 H 1.07 -8.51 -0.21  0.32
2 H 2.53 -8.54 -1.17  0.27
3 H -5.16 0.65 2.76  0.26
4 C 1.86 -7.88 -0.61  -0.40
5 O 5.19 -0.84 -1.47  -0.46
6 O -0.29 0.20 5.85  -0.60
7 H -7.73 -0.24 1.35  0.23
8 O -3.74 1.14 -9.68  -0.62
9 O -5.81 -3.73 3.14  -0.51
10 O -1.85 -0.66 -7.36  -0.46
11 C 7.87 -1.62 -4.02  -0.28
12 S -5.45 -2.43 2.50  1.06
13 O -3.29 6.81 -0.07  -0.35
14 C -6.68 -0.51 1.46  -0.25
15 O 1.31 2.63 5.00  -0.66
16 S 1.97 -5.58 -1.63  1.05
17 O -2.89 5.46 -1.92  -0.28
18 C 2.55 2.32 10.38  0.57
19 C 2.74 -7.15 0.39  -0.22
20 O -2.32 -1.61 -9.25  -0.65
21 C 0.35 0.96 6.54  0.55
22 O -2.04 4.55 0.26  -0.51
23 C -6.05 0.03 2.81  -0.15
24 O 1.05 -4.51 -1.13  -0.48
25 C -2.27 7.47 -0.85  -0.24
26 H -6.20 -0.21 0.53  0.25
27 H 8.52 -3.31 -2.85  0.30
28 H 8.57 -0.91 -4.47  0.27
29 C -1.17 1.22 -4.64  0.61
30 S 6.52 -0.57 -2.06  1.05
31 O 3.37 2.15 11.26  -0.58
32 O -0.39 1.62 -3.85  -0.61
33 O 7.15 0.77 -1.86  -0.51
34 O -2.90 0.23 -3.20  -0.66
35 H 0.25 -1.13 0.13  0.31
36 O 6.60 -1.07 -3.69  -0.34
37 B -2.24 0.54 -6.64  1.05
38 O -1.02 1.14 -5.99  -0.52
39 C -2.28 -0.61 -8.53  0.62
40 H 0.56 0.19 0.89  0.40
41 C -3.05 0.77 -8.76  0.59
42 H 9.37 -1.61 -2.58  0.30
43 H -0.84 0.15 0.11  0.35
44 O 2.67 -5.41 -2.89  -0.49
45 H -1.24 7.38 -0.49  0.24
46 H 3.42 -7.85 0.89  0.31
47 O 1.20 -7.06 -1.57  -0.30
48 H -6.88 0.51 3.33  0.25
49 N -0.22 -0.41 0.67  -0.42
50 O -4.09 -2.29 1.92  -0.50
51 C 1.24 3.17 10.37  0.63
52 O -5.79 -1.13 3.51  -0.35
53 O -2.93 1.35 -7.60  -0.49
54 O -3.15 0.29 -5.53  -0.48
55 C 1.17 2.22 6.11  0.67
56 O 2.49 1.54 9.25  -0.42
57 C -2.25 6.70 -2.10  -0.25
58 C 8.49 -2.23 -2.71  -0.29
59 O -6.58 -1.84 1.52  -0.29
60 O 7.65 -1.74 -1.66  -0.34
61 H -2.71 7.23 -2.94  0.25
62 B 1.48 2.04 8.34  0.94
63 O 1.89 2.67 7.02  -0.50
64 C -2.51 0.58 -4.34  0.61
65 O 0.77 3.87 11.23  -0.61
66 H -0.71 -0.79 1.46  0.36
67 O 0.65 2.97 9.21  -0.49
68 O 0.67 0.93 7.93  -0.51
69 H 2.09 -6.63 1.10  0.28
70 H -1.22 6.48 -2.39  0.27
71 H 7.85 -2.47 -4.70  0.30
72 H -2.52 8.53 -0.86  0.31
73 O 3.15 -6.13 -0.48  -0.35
74 O -4.57 4.60 -0.15  -0.49
75 S -3.25 5.16 -0.34  1.06

E: -128623.264 eV
total charge: -1
orbital gap: 7.40 eV
highest occupied orbital energy: -7.37 eV


Entry 3:
This record from the OMol25 dataset describes a single C16H20BF5N2O6P2 molecule in a non-equilibrium geometry. The level of theory is ωB97M-V/def2-TZVPD.

Last column: Mulliken charge in e.
CARTESIAN COORDINATES (ANGSTROEM)
1 C -3.50 -0.53 1.11  -0.62
2 C 2.71 -3.02 2.30  -0.76
3 F -3.74 1.64 -1.64  -0.24
4 H 3.32 3.11 0.75  0.36
5 H 0.50 -0.35 -4.15  0.07
6 C -3.86 0.14 -1.55  0.57
7 H 0.63 0.83 -6.28  0.24
8 P 1.05 0.98 -4.10  0.59
9 O 3.02 3.28 1.70  -0.55
10 B 0.16 -3.05 1.23  0.52
11 C 1.73 -1.92 -0.82  -0.77
12 C 0.11 -0.14 0.86  0.22
13 F -5.30 -1.53 -0.34  -0.30
14 H 3.37 -3.55 3.10  0.31
15 O 2.90 3.20 -2.12  -0.51
16 C -2.41 0.67 1.38  -0.10
17 H -2.86 1.56 2.04  0.29
18 P 1.30 3.55 1.81  1.04
19 H -2.09 1.16 0.36  -0.04
20 H -2.99 -1.57 0.97  0.10
21 H -0.62 0.94 2.84  0.13
22 C 0.29 2.75 0.38  -1.00
23 F -5.59 0.77 0.18  -0.28
24 N 1.02 1.56 -5.64  -0.80
25 F -2.55 -0.50 -1.79  -0.20
26 H 2.46 -1.94 2.71  0.19
27 C 2.22 -0.58 -1.61  0.25
28 O 4.25 -1.13 -3.26  -0.51
29 C 3.24 -0.35 -2.88  0.29
30 H -4.16 -0.61 2.10  0.40
31 C 0.65 -1.66 0.44  0.32
32 H -1.26 -0.83 2.69  0.32
33 O -1.24 -3.53 1.27  -0.58
34 N 2.73 0.99 -3.43  -0.34
35 H -0.20 3.02 3.48  0.36
36 O 1.06 5.13 1.68  -0.69
37 F -4.80 -0.27 -2.64  -0.25
38 H -0.85 2.95 0.56  0.35
39 O 0.80 3.06 3.40  -0.54
40 C -4.55 -0.24 -0.11  0.68
41 H 2.12 -2.97 -1.14  0.36
42 C 2.50 1.92 -2.23  0.05
43 C -0.98 0.12 2.06  -0.67
44 H 3.36 -2.89 1.32  0.22
45 C 1.38 -3.93 1.97  -0.63
46 C 1.74 0.93 -1.18  0.01
47 C 0.69 1.20 0.05  0.66
48 H 0.57 3.38 -0.60  0.41
49 H 1.01 -4.41 2.98  0.35
50 H -1.25 -4.35 1.85  0.30
51 H 1.73 -4.82 1.26  0.26
52 H 0.19 1.85 -3.33  0.14

E: -65009.411 eV
SMILES: CCB(O)c1cc2c(c(CP(=O)(O)O)c1CCCC(F)(F)C(F)(F)F)C(=O)N([PH2]=N)C2=O
total charge: 0
orbital gap: 6.81 eV
highest occupied orbital energy: -9.00 eV


Entry 4:
This record from the OMol25 dataset describes a molecular structure, C16H20BaNO6PS2 in a non-equilibrium geometry. The level of theory is ωB97M-V/def2-TZVPD.

Last column: Mulliken charge in e.
CARTESIAN COORDINATES (ANGSTROEM)
1 C -3.53 1.95 -0.74  -0.09
2 H -3.36 1.78 1.51  0.28
3 C -0.55 -1.90 0.92  -0.05
4 S 0.06 0.07 -4.96  -0.56
5 C -0.52 -0.28 -1.28  -0.31
6 O -3.85 0.68 -1.33  -0.43
7 H 1.60 3.46 -2.77  0.17
8 H 0.24 2.63 -3.94  -0.35
9 C 0.02 -0.81 -0.03  -0.04
10 N 0.44 -2.16 1.93  0.23
11 C -4.07 2.15 0.72  -1.10
12 C 2.09 0.74 -0.07  0.17
13 H 3.48 2.69 2.26  0.33
14 H -2.14 -0.40 -2.84  0.36
15 H -4.14 3.27 0.89  0.38
16 H 0.26 -4.08 0.90  0.43
17 O 4.40 0.95 2.82  -0.52
18 H 0.07 -3.73 4.55  0.35
19 H -3.65 -1.28 -0.61  0.34
20 C -1.88 -0.81 -1.83  -0.87
21 O 2.33 -1.12 2.69  -0.49
22 P -0.37 1.40 -3.54  0.16
23 S 2.51 2.56 -2.24  -0.29
24 C 0.95 -4.43 2.94  0.38
25 H 4.66 0.13 2.38  0.35
26 H -1.78 1.63 -3.49  0.25
27 C 3.33 1.59 2.12  -0.50
28 H -4.02 2.72 -1.40  0.37
29 H -2.42 2.18 -0.79  0.11
30 H 4.23 0.49 0.33  0.47
31 H 3.70 2.18 0.04  0.34
32 H -2.52 0.00 0.13  0.19
33 O 0.95 -3.70 4.13  -0.46
34 H -5.10 1.75 0.87  0.28
35 C 1.49 -1.16 1.85  0.07
36 O 0.92 -5.62 2.90  -0.47
37 C 3.42 1.22 0.58  -0.83
38 C 0.93 -3.56 1.62  -0.38
39 C -3.03 -0.36 -0.80  -0.28
40 Ba 0.92 2.01 -6.36  1.69
41 O -1.63 -2.42 0.83  -0.54
42 C 0.29 0.76 -1.93  1.14
43 H -1.86 -1.93 -1.94  0.36
44 H 2.34 1.31 2.59  0.28
45 C 1.28 -0.32 0.55  0.09
46 C 1.57 1.27 -1.34  0.65
47 H 1.95 -3.49 1.16  0.35

E: -62325.590 eV
total charge: +2
orbital gap: 6.09 eV
highest occupied orbital energy: -14.14 eV


Entry 5:
This record from the OMol25 dataset describes a molecular structure, C16H20Br3N5O10 in a non-equilibrium geometry. The level of theory is ωB97M-V/def2-TZVPD.

Last column: Mulliken charge in e.
CARTESIAN COORDINATES (ANGSTROEM)
1 C -4.38 -2.79 -0.30  -0.70
2 Br 0.88 -5.62 0.05  -0.01
3 C 0.71 -5.13 1.91  -0.28
4 H -6.80 -1.63 1.78  0.38
5 N 1.87 -1.88 1.22  1.01
6 C 1.02 2.60 -3.64  -0.52
7 H -0.67 3.69 -4.40  0.38
8 C 5.89 -1.32 -0.90  -0.51
9 H -1.32 4.90 1.99  0.27
10 C -5.59 -2.71 0.37  -0.37
11 H 1.19 -0.54 -0.24  0.12
12 N 6.15 -1.11 -2.35  0.94
13 C -5.87 -1.66 1.23  -0.51
14 C -1.39 4.35 2.92  -0.68
15 H 0.59 -0.26 1.44  0.24
16 H -0.57 3.20 -0.17  0.26
17 H 1.61 -4.63 2.20  0.31
18 N -2.76 0.35 0.85  0.98
19 O 3.40 1.33 -3.71  -0.60
20 H 4.99 -0.76 -0.70  0.14
21 H -1.64 4.10 -2.22  0.40
22 C -0.71 3.55 -2.28  -0.62
23 O 2.28 -1.66 2.33  -0.57
24 O 5.51 -1.76 -3.14  -0.53
25 Br 0.63 -6.72 3.02  -0.05
26 Br -0.81 -4.00 2.18  0.00
27 H -6.35 -3.48 0.29  0.37
28 C 1.08 2.35 -1.24  -0.10
29 O -2.95 1.18 1.71  -0.57
30 N -0.23 3.40 2.95  0.80
31 C -3.45 -1.77 -0.15  -0.05
32 H -1.32 5.00 3.79  0.30
33 O 0.79 3.75 3.49  -0.53
34 C -3.73 -0.73 0.71  0.14
35 H 6.78 -1.03 -0.36  0.28
36 H -2.48 -1.87 -0.62  0.43
37 C -4.94 -0.65 1.40  -0.44
38 H -2.27 3.72 2.98  0.24
39 O -1.80 0.34 0.12  -0.50
40 H -0.07 -1.61 0.52  0.10
41 H -5.06 0.23 2.02  0.46
42 O -0.39 2.35 2.36  -0.38
43 O 2.28 -2.76 0.49  -0.51
44 H 1.56 2.00 -0.34  0.49
45 H -4.15 -3.68 -0.87  0.40
46 O 6.97 -0.26 -2.65  -0.55
47 H 5.64 -2.36 -0.71  0.27
48 N 2.87 1.35 -2.62  0.97
49 C -0.15 3.32 -3.53  -0.39
50 C 1.61 2.09 -2.50  -0.14
51 C -0.12 3.02 -1.14  -0.10
52 C 0.81 -0.99 0.67  -0.35
53 H 1.49 2.41 -4.60  0.47
54 O 3.32 0.80 -1.62  -0.56

E: -254955.115 eV
total charge: 0
orbital gap: 9.29 eV
highest occupied orbital energy: -10.18 eV


Copy entry 3 word for word.
This record from the OMol25 dataset describes a single C16H20BF5N2O6P2 molecule in a non-equilibrium geometry. The level of theory is ωB97M-V/def2-TZVPD.

Last column: Mulliken charge in e.
CARTESIAN COORDINATES (ANGSTROEM)
1 C -3.50 -0.53 1.11  -0.62
2 C 2.71 -3.02 2.30  -0.76
3 F -3.74 1.64 -1.64  -0.24
4 H 3.32 3.11 0.75  0.36
5 H 0.50 -0.35 -4.15  0.07
6 C -3.86 0.14 -1.55  0.57
7 H 0.63 0.83 -6.28  0.24
8 P 1.05 0.98 -4.10  0.59
9 O 3.02 3.28 1.70  -0.55
10 B 0.16 -3.05 1.23  0.52
11 C 1.73 -1.92 -0.82  -0.77
12 C 0.11 -0.14 0.86  0.22
13 F -5.30 -1.53 -0.34  -0.30
14 H 3.37 -3.55 3.10  0.31
15 O 2.90 3.20 -2.12  -0.51
16 C -2.41 0.67 1.38  -0.10
17 H -2.86 1.56 2.04  0.29
18 P 1.30 3.55 1.81  1.04
19 H -2.09 1.16 0.36  -0.04
20 H -2.99 -1.57 0.97  0.10
21 H -0.62 0.94 2.84  0.13
22 C 0.29 2.75 0.38  -1.00
23 F -5.59 0.77 0.18  -0.28
24 N 1.02 1.56 -5.64  -0.80
25 F -2.55 -0.50 -1.79  -0.20
26 H 2.46 -1.94 2.71  0.19
27 C 2.22 -0.58 -1.61  0.25
28 O 4.25 -1.13 -3.26  -0.51
29 C 3.24 -0.35 -2.88  0.29
30 H -4.16 -0.61 2.10  0.40
31 C 0.65 -1.66 0.44  0.32
32 H -1.26 -0.83 2.69  0.32
33 O -1.24 -3.53 1.27  -0.58
34 N 2.73 0.99 -3.43  -0.34
35 H -0.20 3.02 3.48  0.36
36 O 1.06 5.13 1.68  -0.69
37 F -4.80 -0.27 -2.64  -0.25
38 H -0.85 2.95 0.56  0.35
39 O 0.80 3.06 3.40  -0.54
40 C -4.55 -0.24 -0.11  0.68
41 H 2.12 -2.97 -1.14  0.36
42 C 2.50 1.92 -2.23  0.05
43 C -0.98 0.12 2.06  -0.67
44 H 3.36 -2.89 1.32  0.22
45 C 1.38 -3.93 1.97  -0.63
46 C 1.74 0.93 -1.18  0.01
47 C 0.69 1.20 0.05  0.66
48 H 0.57 3.38 -0.60  0.41
49 H 1.01 -4.41 2.98  0.35
50 H -1.25 -4.35 1.85  0.30
51 H 1.73 -4.82 1.26  0.26
52 H 0.19 1.85 -3.33  0.14

E: -65009.411 eV
SMILES: CCB(O)c1cc2c(c(CP(=O)(O)O)c1CCCC(F)(F)C(F)(F)F)C(=O)N([PH2]=N)C2=O
total charge: 0
orbital gap: 6.81 eV
highest occupied orbital energy: -9.00 eV